The following is a quantum chemistry calculation of a cluster of 2 separate species, C3H10O in total at a distorted geometry, from the OMol25 dataset.

Atoms and positions in Å:
C  -1.9173  3.0907  3.0519
C  -2.0993  3.3494  1.6141
H  -1.6903  2.0630  3.3868
H  -2.9268  3.2431  3.8497
H  -1.4191  3.8364  3.6929
H  -1.4330  2.7569  0.9833
H  -3.1063  2.9245  1.5080
H  -2.0447  4.4610  1.3815
C  2.6749  -2.8590  -2.2711
O  1.3670  -3.5537  -2.6005
H  3.4752  -3.5067  -2.3811
H  2.4326  -1.8546  -2.8372
H  2.6288  -2.6718  -1.1366
H  1.1981  -4.3086  -2.0125

calculated total energy = -195.44298 a.u.
LUMO energy = 1.0 eV
molar mass = 62.1 g/mol

Results of the natural (NBO) charge analysis, in e, for atoms 1 through 5:
1. C -0.61
2. C -0.64
3. H 0.21
4. H 0.17
5. H 0.21

---

The following is a quantum chemistry calculation of a cluster of 4 separate species, C3H14N2O3 in total at a distorted geometry, from the OMol25 dataset.

Atoms and positions in Å:
H  2.1770  -1.4644  -1.4553
N  1.7516  -0.6572  -1.0340
C  0.5880  -0.5073  -1.6382
N  -0.2067  0.4778  -1.1695
C  -1.4703  0.9644  -1.8351
C  -2.7005  0.1143  -1.2930
H  0.1431  -1.3556  -2.3082
H  0.1616  1.1306  -0.5130
H  -1.4511  1.0398  -3.0634
H  -1.4660  2.1285  -1.6037
H  -2.9916  -0.5449  -2.1121
H  -3.5629  0.7119  -1.0374
H  -2.3507  -0.6260  -0.6034
O  -0.6731  0.9104  3.0788
H  -0.3120  0.1426  3.3957
H  -1.4569  1.2292  3.3308
O  1.3210  -0.2059  2.1841
H  1.2157  0.0143  1.1359
H  0.5888  -0.7957  2.3407
O  3.6694  -1.2391  1.4405
H  3.0177  -0.7881  1.9784
H  4.0079  -0.6795  0.7816

calculated total energy = -457.83653 a.u.
LUMO energy = 0.6 eV
molar mass = 126.2 g/mol

Results of the natural (NBO) charge analysis, in e, for atoms 1 through 5:
1. H 0.34
2. N -0.76
3. C 0.27
4. N -0.63
5. C -0.23

---

The following is a quantum chemistry calculation of a cluster of 2 separate species, C2H9N2 in total, from the OMol25 dataset.

Atoms and positions in Å:
C  0.6313  -1.3990  0.7078
C  -1.6006  -0.7976  -0.0211
N  -0.3729  -0.5204  0.0919
H  1.4765  -1.4586  0.0261
H  0.2089  -2.3837  0.8752
H  0.9496  -0.9399  1.6416
H  -2.2548  -0.0590  -0.4674
H  -2.0134  -1.7380  0.3262
N  0.5920  1.9809  -0.6629
H  0.6357  2.7003  0.0550
H  1.5638  1.7418  -0.8475
H  -0.0360  0.4320  -0.2383
H  0.2198  2.4414  -1.4867

total charge = +1
calculated total energy = -190.85824 a.u.
LUMO energy = -4.4 eV
molar mass = 61.1 g/mol

Results of the natural (NBO) charge analysis, in e, for atoms 1 through 5:
1. C -0.43
2. C 0.11
3. N -0.40
4. H 0.24
5. H 0.23

---

The following is a quantum chemistry calculation of a structure of composition C50H56NOP2SSi3Ti at a distorted geometry, from the OMol25 dataset.

Atoms and positions in Å:
Ti  -0.0905  -0.7454  -0.5095
O  3.1600  -2.9099  -0.1561
S  2.6239  -1.5376  -0.2548
C  3.6000  -0.5965  -1.3927
C  4.7368  -1.1745  -1.8959
C  5.3805  -0.5458  -2.9582
C  4.9641  0.7099  -3.3476
C  3.9226  1.3359  -2.7153
C  3.1334  0.6717  -1.7697
P  1.5398  1.4659  -1.2661
C  1.0648  2.3513  -2.8206
C  1.1590  1.5922  -3.9881
C  0.6440  2.1728  -5.1658
C  0.2535  3.4831  -5.2036
C  0.4640  4.3011  -4.0649
C  0.8910  3.7173  -2.9114
C  2.0975  2.7262  -0.0134
C  3.3955  2.9521  0.4239
C  3.6534  3.9358  1.3428
C  2.5923  4.6384  1.9295
C  1.3335  4.5821  1.4498
C  1.1044  3.6204  0.4356
C  3.0436  -0.5666  1.2283
C  4.4145  -0.4723  1.4510
C  4.8879  0.1653  2.5868
C  3.9401  0.8405  3.3851
C  2.6066  0.7857  3.1281
C  2.1060  -0.0338  2.1228
P  0.3826  -0.6577  2.0919
C  0.7472  -2.2532  2.9599
C  0.0255  -3.3933  2.5953
C  0.1928  -4.5771  3.1793
C  1.1009  -4.7836  4.2034
C  1.8367  -3.6291  4.6182
C  1.7554  -2.3892  3.9470
C  -0.4675  0.3350  3.3000
C  -1.0720  1.5439  2.8709
C  -1.5327  2.5846  3.6679
C  -1.4834  2.3199  5.0265
C  -1.0192  1.0733  5.5701
C  -0.5305  0.0793  4.7218
H  4.9754  -2.0840  -1.4353
H  6.3420  -0.9663  -3.4496
H  5.4445  1.3102  -4.0098
H  3.6873  2.3274  -3.0258
H  1.4818  0.5258  -4.0639
H  0.5714  1.5562  -6.0255
H  -0.1631  3.9084  -6.1409
H  0.3502  5.3744  -4.1015
H  1.1047  4.3418  -2.0386
H  4.1898  2.3841  -0.0094
H  4.6446  3.9473  1.7966
H  2.8422  5.3474  2.7662
H  0.4928  5.2189  1.8281
H  0.0869  3.5765  0.1258
H  5.0947  -0.8918  0.7369
H  5.9977  0.1860  2.8607
H  4.2298  1.4165  4.2237
H  1.9030  1.2367  3.8141
H  -0.6604  -3.3175  1.7142
H  -0.2082  -5.4457  2.6479
H  1.1910  -5.7723  4.8124
H  2.3359  -3.6397  5.5869
H  2.3097  -1.5382  4.3194
H  -1.2162  1.4344  1.7713
H  -2.0416  3.4323  3.2563
H  -2.0305  3.0151  5.6423
H  -1.1078  1.0102  6.6872
H  -0.1722  -0.8546  5.1387
C  -3.2412  -1.7261  -3.4808
Si  -2.2519  -0.4808  -2.6814
C  -0.4761  -1.0726  -3.2189
C  -2.5075  1.1845  -3.5201
C  -2.3693  -0.3179  -0.7794
Si  -3.3069  1.1253  -0.2259
C  -2.2370  2.5755  -0.5085
C  -3.9268  1.1089  1.5364
C  -4.8006  1.3863  -1.4084
Si  -3.1145  -1.8391  -0.0860
C  -3.1958  -2.1053  1.7419
C  -4.9700  -2.2886  -0.5722
C  -2.0447  -3.2148  -0.6679
C  -2.4209  -4.5028  -1.0397
C  -1.5397  -5.4748  -1.4671
C  -0.1675  -5.1802  -1.4042
C  0.1875  -3.8537  -0.9700
N  -0.7134  -2.8752  -0.6671
H  -2.7670  -1.7638  -4.4742
H  -4.2523  -1.4304  -3.4383
H  -3.2014  -2.7358  -3.0417
H  -0.1634  -0.5955  -4.2025
H  -0.5750  -2.1241  -3.4328
H  0.3157  -0.9966  -2.4918
H  -2.0811  1.1793  -4.5307
H  -2.0253  2.0077  -3.0321
H  -3.5836  1.2987  -3.6297
H  -2.7737  3.1871  -1.2693
H  -1.2810  2.3394  -0.9131
H  -2.0845  3.2635  0.3810
H  -3.3322  0.7262  2.4166
H  -4.8921  0.5183  1.5060
H  -4.0934  2.1873  1.7179
H  -4.4963  2.0585  -2.2215
H  -5.6475  1.8307  -0.9321
H  -5.1241  0.4196  -1.7649
H  -3.9004  -1.5342  2.3525
H  -2.2178  -1.9473  2.2529
H  -3.3582  -3.1370  1.9227
H  -5.2375  -3.2535  -0.0824
H  -5.0870  -2.4878  -1.5992
H  -5.7446  -1.5812  -0.1897
H  -3.4601  -4.7764  -0.9090
H  -1.8880  -6.4392  -1.8600
H  0.6394  -5.8585  -1.5483
H  1.1756  -3.5613  -0.7975

total charge = +1
spin multiplicity = 3
expectation value of S² = 2.007
calculated total energy = -4867.52796 a.u.
LUMO energy (spin up / spin down) = -2.4 / -2.4 eV
molar mass = 913.1 g/mol

Results of the Mulliken charge analysis, in e, for atoms 1 through 5:
1. Ti -1.00
2. O -0.84
3. S 1.21
4. C -0.35
5. C -0.55

---

The following is a quantum chemistry calculation of a structure of composition C14H18N4OOsS5, from the OMol25 dataset.

Atoms and positions in Å:
Os  0.0998  0.3118  0.5142
S  2.2944  0.1803  0.6062
S  3.0044  -0.4149  2.4226
S  1.4588  -1.0542  3.5091
S  -0.2537  -0.6594  2.3586
S  -2.1287  -0.2745  -0.2148
C  -1.7385  -1.3814  -1.5019
N  -1.7831  -2.6927  -1.3740
C  -1.4928  -3.3877  -2.6348
C  -1.3028  -2.2110  -3.6213
N  -1.4441  -1.0406  -2.7434
H  -2.0049  -3.1416  -0.5004
H  -2.3258  -4.0299  -2.9123
H  -0.5948  -3.9941  -2.5339
H  -2.0689  -2.1928  -4.3942
H  -0.3225  -2.2185  -4.0924
H  -1.4317  -0.0829  -3.0511
C  -1.2156  6.6850  -0.2499
N  -1.3582  5.2547  -0.0020
N  -0.3443  4.3700  -0.2275
C  -0.8362  3.1186  -0.0643
O  -0.0124  2.1116  -0.2058
C  -2.1852  3.2173  0.2618
C  -2.4760  4.5752  0.2855
C  -3.7670  5.2617  0.5471
C  1.0280  4.7603  -0.3537
C  1.7385  4.3540  -1.4719
C  3.0746  4.7099  -1.5781
C  3.6739  5.4708  -0.5838
C  2.9460  5.8738  0.5278
C  1.6144  5.5116  0.6552
H  -0.3939  6.8417  -0.9431
H  -1.0198  7.2196  0.6778
H  -2.1360  7.0467  -0.7001
H  -2.8737  2.4149  0.4506
H  -4.4873  4.5524  0.9452
H  -4.1769  5.6805  -0.3736
H  -3.6442  6.0716  1.2653
H  1.2496  3.7826  -2.2492
H  3.6423  4.4085  -2.4473
H  4.7128  5.7554  -0.6768
H  3.4157  6.4660  1.3007
H  1.0447  5.7990  1.5296

total charge = +2
calculated total energy = -2919.64808 a.u.
LUMO energy (spin up / spin down) = -7.5 / -8.1 eV
molar mass = 608.9 g/mol

Results of the natural (NBO) charge analysis, in e, for atoms 1 through 5:
1. Os 0.55
2. S 0.05
3. S 0.22
4. S 0.14
5. S 0.14

---

The following is a quantum chemistry calculation of the molecule C2H3N3O, from the OMol25 dataset.

Atoms and positions in Å:
O  -1.2595  -0.7475  1.6707
C  -0.4870  -0.3131  0.6546
N  -0.9776  0.2334  -0.4906
C  0.1186  0.6333  -1.1004
N  1.1957  0.3187  -0.3629
N  0.8242  -0.3009  0.7763
H  -1.7592  -1.5285  1.4067
H  0.1761  1.1771  -2.0346
H  2.1688  0.5275  -0.5198

calculated total energy = -317.51488 a.u.
LUMO energy = 0.9 eV
molar mass = 85.1 g/mol

Results of the natural (NBO) charge analysis, in e, for atoms 1 through 5:
1. O -0.67
2. C 0.54
3. N -0.50
4. C 0.18
5. N -0.35

---

The following is a quantum chemistry calculation of the molecule C3H3FO2 at a distorted geometry, from the OMol25 dataset.

Atoms and positions in Å:
C  -1.1749  0.5153  0.2346
C  -0.3760  -0.5144  -0.0668
F  -0.8819  -1.6832  -0.3661
C  1.1131  -0.5565  -0.0040
O  1.8219  -1.4817  0.2996
O  1.6330  0.6219  -0.3674
H  -0.7892  1.5177  0.4848
H  -2.2255  0.3614  0.3903
H  0.8794  1.2195  -0.6050

calculated total energy = -366.43527 a.u.
LUMO energy = 0.2 eV
molar mass = 90.1 g/mol

Results of the natural (NBO) charge analysis, in e, for atoms 1 through 5:
1. C -0.47
2. C 0.29
3. F -0.29
4. C 0.71
5. O -0.52

---

The following is a quantum chemistry calculation of a cluster of 2 separate species, C5H5NO2 in total at a distorted geometry, from the OMol25 dataset.

Atoms and positions in Å:
C  -2.1582  -0.0167  -0.3272
C  -2.6102  0.9616  0.6203
C  1.4056  -1.0971  0.2460
C  1.6726  -0.0475  -0.8126
C  1.2558  0.3325  0.4890
N  -1.3366  0.7730  0.3363
O  -2.5180  -0.8373  -1.1276
O  -3.4185  1.5195  1.3148
H  0.4907  -1.5286  0.0476
H  2.0388  -1.7430  0.6919
H  2.6565  0.4520  -0.9770
H  0.9199  0.0549  -1.6185
H  1.6016  1.1767  1.1169

calculated total energy = -398.53170 a.u.
LUMO energy (spin up / spin down) = -2.4 / -0.1 eV
molar mass = 111.1 g/mol

Results of the natural (NBO) charge analysis, in e, for atoms 1 through 5:
1. C 0.59
2. C 0.57
3. C -0.45
4. C -0.49
5. C -0.03